Density functional theory data (ωB97M-V/def2-TZVPD) for 11 unconnected molecules or ions with the total composition C14H50N4O11 at a distorted geometry.

```
! RIJCOSX wB97M-V def2-TZVPD def2/J DEFGRID3
* xyz 0 1
N 1.30 1.15 -0.44
C 0.38 0.22 -0.18
N -0.18 0.28 1.00
O 0.18 -0.73 -1.10
H 1.82 1.11 -1.31
H 1.46 1.84 0.28
H -0.97 -0.35 1.28
H -0.01 1.08 1.55
N -0.90 -2.39 3.24
C -2.01 -2.10 2.68
N -1.84 -1.83 1.44
O -3.22 -2.05 3.41
H -0.75 -2.70 4.23
H -0.03 -2.38 2.72
H -2.75 -1.65 1.03
H -1.10 -2.20 0.83
C -0.18 4.96 -1.33
C -0.33 3.81 -2.40
O -1.10 2.73 -1.88
H 0.47 5.78 -1.66
H 0.31 4.59 -0.43
H -1.16 5.38 -0.98
H 0.61 3.41 -2.74
H -0.90 4.13 -3.30
H -1.09 2.03 -2.53
C 4.21 -1.99 1.13
C 3.18 -1.11 1.80
O 1.91 -1.69 1.58
H 5.21 -1.54 1.07
H 3.91 -2.29 0.12
H 4.36 -2.88 1.71
H 2.99 -0.12 1.25
H 3.39 -0.99 2.90
H 1.32 -1.02 1.29
C 2.59 -2.74 -2.28
C 2.99 -4.24 -2.43
O 3.42 -4.67 -1.14
H 3.57 -2.26 -2.18
H 1.90 -2.56 -1.45
H 2.09 -2.18 -3.05
H 3.77 -4.34 -3.17
H 2.20 -4.89 -2.76
H 3.52 -5.61 -1.20
C -0.88 -3.66 -0.93
O -0.11 -3.34 0.19
H -1.28 -2.77 -1.35
H -1.70 -4.21 -0.54
H -0.24 -4.17 -1.67
H 0.49 -4.10 0.37
C -3.61 -0.49 -0.92
O -4.31 -1.38 -0.17
H -4.30 -0.32 -1.76
H -2.88 -1.11 -1.39
H -3.09 0.41 -0.50
H -4.54 -2.12 -0.76
C 0.31 0.47 -4.22
O -0.69 0.52 -3.28
H -0.03 -0.26 -4.93
H 1.23 0.16 -3.83
H 0.48 1.45 -4.56
H -0.53 -0.24 -2.72
C -2.79 3.63 0.94
O -1.61 2.89 0.83
H -3.31 3.43 1.86
H -3.42 3.54 0.05
H -2.39 4.61 0.94
H -1.53 2.81 -0.08
C -2.30 1.04 3.35
O -3.23 1.09 4.37
H -1.77 1.95 3.22
H -2.65 0.91 2.34
H -1.40 0.37 3.56
H -3.52 1.98 4.52
C 2.23 3.38 1.74
O 1.00 2.67 1.81
H 3.00 2.57 1.93
H 2.19 4.14 2.50
H 2.32 3.83 0.79
H 0.29 3.34 1.75
*
```

Properties
Total energy ... -1609.87779 Eh
Relative energy (zero: lowest compared OMol25 entry of this formula, charge and spin) ... 3.665 eV
E_LUMO ... 0.47 eV
Kohn-Sham gap ... 8.6159 eV
SMILES string ... NC(N)=O.NC(N)=O.CCO.CCO.CCO.CO.CO.CO.CO.CO.CO